# 1
# C43H42F8N2O24

9 unconnected molecules or ions with the total composition C43H42F8N2O24 at a distorted geometry (the ωB97M-V functional and the def2-TZVPD basis, OMol25).

```
119
Properties=species:S:1:pos:R:3:forces:R:3
F 5.61435 6.54852 1.19345 -0.11 0.09 -0.10
F -6.19744 -0.73538 6.17116 0.11 -0.01 0.12
F -4.54488 -8.68723 5.88828 -0.11 0.02 0.12
F -2.71112 -3.52692 -2.62015 -0.04 -0.12 -0.01
F 7.49365 0.26317 -4.80055 0.09 0.02 -0.06
F 9.36314 -1.72879 -4.31340 0.02 -0.27 -0.07
F -3.88144 7.83276 -5.13505 0.00 0.15 0.07
F -0.12481 -7.27207 3.36201 0.02 -0.19 0.01
O -2.77957 -5.10371 3.97616 -0.02 -0.37 0.03
O -3.72633 -6.67695 5.29233 -0.32 0.12 -0.58
O -5.75894 -2.21438 4.53276 0.27 0.43 -0.42
O -1.14100 -7.05487 1.36458 0.56 0.26 -0.42
O 4.69973 -1.00409 -3.25795 0.60 -0.06 0.05
O 11.88902 0.02077 -2.78275 0.01 -0.52 -0.23
O 13.67036 -1.19856 -3.43368 -0.37 0.07 -0.05
O 5.16554 4.73695 4.07225 -0.25 -0.05 -0.49
O -5.00155 4.84667 -3.85992 -0.34 0.56 -0.10
O -0.22495 -1.70416 -1.11387 0.14 -0.58 -0.23
O 1.58665 -2.88179 -1.76455 -0.34 0.13 -0.02
O -3.70602 -6.94033 3.05565 -0.03 0.24 0.58
O -5.81647 6.81662 -4.60168 0.27 -0.35 0.55
O -1.88366 -6.03886 -0.51005 0.17 -0.13 0.39
O 6.93474 -0.92395 -2.97115 -0.44 -0.24 -0.29
O -0.23588 -5.10100 0.70727 -0.30 -0.47 -0.06
O -0.48619 -3.61589 -2.27804 0.15 0.41 0.63
O 11.58146 -1.87614 -3.96154 -0.02 0.29 0.59
O -5.72504 -3.08971 2.45089 -0.11 0.26 0.26
O -7.23121 5.13269 -4.09258 0.58 0.17 -0.05
O 4.53182 4.70860 1.90705 -0.02 0.32 0.76
O -6.08464 -0.88266 2.74269 0.13 -0.42 0.44
O 4.00826 2.98106 3.26658 0.18 0.32 -0.04
O 5.61659 -1.78347 -1.35112 0.12 0.20 -0.33
N -1.70381 2.19350 0.05538 -0.03 2.35 0.93
N -0.64122 4.90111 0.90652 -2.34 -3.25 -0.84
C -4.10139 0.35093 0.18796 -0.24 0.03 -0.15
C -6.64224 0.55845 -1.03498 1.37 -0.44 0.62
C -5.99375 1.79127 -0.55749 0.46 -2.05 -0.07
C 12.49594 -1.03207 -3.39781 0.96 0.10 -0.06
C -5.59128 -0.88028 4.96666 -0.31 -0.17 0.51
C 5.74960 5.87491 3.44753 0.36 0.39 0.60
C 2.05882 1.67329 -0.34506 -1.35 1.69 0.31
C -5.84692 -2.15287 3.17113 -0.05 -0.62 -0.76
C 5.73606 -1.28444 -2.42007 -0.41 -0.36 0.93
C 4.52089 4.03717 3.09911 -0.24 -0.86 0.27
C -3.88753 5.65707 -4.22807 0.67 -0.48 0.23
C -0.35302 2.50978 0.06053 1.06 0.14 0.03
C 10.49806 -0.07160 -3.07965 -0.34 0.66 0.38
C -4.72304 -0.87042 -0.31442 -1.59 2.09 -0.44
C -6.04380 -0.77698 -0.94544 1.54 2.26 1.07
C 2.56971 3.02301 0.09111 -2.79 0.22 0.21
C 4.33990 0.72572 0.14967 -0.27 -0.44 0.35
C 0.07212 -6.89490 2.07437 -0.28 -0.14 0.50
C 6.68057 -0.72472 -4.34817 0.42 0.37 -0.02
C -1.74081 -3.29641 -1.70177 -0.40 -0.09 -0.42
C -4.04888 3.01838 0.61276 0.72 0.13 0.16
C 0.40544 -2.74665 -1.72564 0.78 -0.12 -0.10
C -4.47536 7.03727 -4.21292 0.06 0.35 -0.54
C 1.61965 4.02738 0.48766 0.24 -1.56 -0.60
C -2.50058 3.19410 0.49339 1.23 0.17 -0.11
C 0.12818 3.82423 0.49255 3.01 -0.43 -0.40
C -4.65469 1.69635 0.08833 -2.35 -1.48 -1.33
C 0.63035 1.47495 -0.35155 1.45 0.62 0.25
C -6.12300 5.55641 -4.17841 -1.03 -0.63 -0.03
C 4.40962 0.29780 1.47107 -0.02 -0.02 -0.99
C -4.23341 -8.13801 3.61647 -0.21 -0.45 -0.67
C -6.78858 3.12001 -0.72923 0.06 -0.50 1.07
C -4.66503 -7.68735 4.98057 0.20 -0.32 0.48
C 5.24326 -0.29416 -4.36735 -0.63 0.13 -0.43
C -3.34768 -6.14214 4.09590 0.52 0.68 -0.32
C 10.33605 -1.53018 -3.38954 -0.23 -0.14 -0.42
C -6.29734 -0.08911 3.90530 -0.12 0.73 -0.34
C -1.15786 -6.06292 0.43233 -0.58 0.11 -0.52
C 0.32825 -5.41992 1.97643 0.60 0.65 0.29
C -1.94371 4.52266 0.88990 0.01 0.22 0.15
C 4.89705 6.03887 2.22420 0.30 0.04 -0.60
C 3.05302 0.53073 -0.74750 0.78 -0.98 1.47
C -1.61544 -1.83393 -1.40437 -0.30 0.66 0.23
H -3.06923 5.54379 -3.51756 -0.17 -0.14 0.07
H -6.57890 -1.66804 -1.33848 0.52 0.82 0.39
H -0.18643 -4.85286 2.75571 -0.11 -0.26 0.05
H -4.52570 -0.65675 5.06188 -0.06 -0.02 0.16
H 2.02115 5.01467 0.82501 -0.62 -0.94 -0.33
H 4.33157 -0.79182 1.72368 -1.63 1.18 -0.03
H 9.89313 0.24469 -2.23073 0.21 0.00 0.05
H -3.44917 -8.89798 3.65375 -0.04 0.04 0.24
H -4.50715 3.90516 0.08309 0.37 -1.08 0.45
H 10.14688 -2.15768 -2.51526 -0.14 -0.05 -0.13
H -4.30356 3.18417 1.70524 0.20 -0.30 -1.06
H 10.26538 0.56692 -3.93505 -0.06 -0.23 -0.09
H -4.45242 7.52643 -3.23573 0.05 0.13 -0.11
H 2.58720 -0.43098 -0.37149 0.35 0.84 -0.84
H -3.53593 5.36180 -5.21932 -0.08 0.23 -0.04
H -7.37017 0.00069 4.09243 0.08 -0.12 0.21
H -7.82945 2.91160 -1.10734 1.29 0.26 0.04
H 5.71184 6.74442 4.10272 -0.10 -0.18 0.10
H -7.66274 0.61798 -1.48968 1.07 0.14 0.43
H 5.12489 0.78020 -4.20452 0.24 -0.02 0.00
H -5.06198 -8.51834 3.02021 0.08 0.21 -0.10
H 3.99685 6.63926 2.37907 0.06 0.05 -0.15
H -5.67592 -7.27416 5.02019 0.02 -0.09 0.14
H 6.88206 -1.64794 -4.89556 0.14 0.13 -0.04
H 3.28412 0.47974 -1.83886 -0.43 0.11 0.87
H 5.22856 1.25850 -0.27669 -1.43 1.05 0.64
H -2.67569 5.30778 1.22808 0.72 -0.89 -0.40
H 1.38971 -5.17654 2.00735 -0.08 0.05 -0.26
H -1.90915 -3.91812 -0.82530 -0.11 -0.03 -0.22
H -6.23587 3.86127 -1.36105 -0.67 -0.64 0.41
H 6.79341 5.66160 3.20537 -0.10 0.03 -0.23
H -3.09843 0.24236 0.68067 -1.13 0.18 -0.58
H 3.65151 3.28538 0.15946 -1.16 -0.54 -0.19
H -5.87840 0.90901 3.78015 0.05 -0.12 -0.21
H -6.94392 3.55906 0.30339 0.26 -0.21 -1.10
H 0.25590 0.46355 -0.64997 0.23 1.18 0.35
H 4.73810 -0.56659 -5.29324 -0.09 -0.13 0.18
H -1.86722 -1.20476 -2.26175 -0.07 -0.17 -0.05
H -4.19584 -1.84724 -0.21485 -0.69 0.96 0.02
H 0.84634 -7.51980 1.62216 -0.04 -0.08 0.16
H 4.54180 1.03586 2.29762 1.55 -0.93 -0.77
H -2.22336 -1.52945 -0.55734 0.33 0.07 0.05
```
Forces are in eV/Å.

Calculated values
SMILES: C=CCc1ccc2ncc(Cc3ccccc3C)nc2c1.O=C1OC[C@@H](F)O1.O=C1OC[C@@H](F)O1.O=C1OC[C@@H](F)O1.O=C1OC[C@@H](F)O1.O=C1OC[C@@H](F)O1.O=C1OC[C@@H](F)O1.O=C1OC[C@@H](F)O1.O=C1OC[C@@H](F)O1
Total energy: -4377.8756 Eh
E_HOMO: -7.649 eV
Molecular weight: 1122.78 g/mol
Gap between HOMO and LUMO: 7.4 eV

***

# 2
# C43H42IN4O6SbTl

A molecular structure, C43H42IN4O6SbTl (the ωB97M-V functional and the def2-TZVPD basis, OMol25).

```
98
Properties=species:S:1:pos:R:3:forces:R:3
Tl 0.65023 -0.52070 -1.21666 -0.33 0.66 -0.01
I -3.44211 -0.75004 2.11937 -0.03 -0.02 0.07
Sb 1.20519 -0.38348 2.36371 -0.57 0.05 -0.16
O -6.47842 1.95336 -2.71174 0.08 0.01 0.01
O 2.91366 0.37410 -2.37684 -0.34 -0.04 0.19
O 0.76068 -0.85308 -3.85548 -0.19 0.10 0.25
O -5.88108 3.89269 -3.41313 0.08 -0.04 0.02
O 2.54226 -2.18878 -2.22907 -0.06 -0.01 0.14
O -0.05433 -2.85548 -2.10930 0.02 0.01 -0.14
N -0.15275 1.84200 -2.06432 0.52 -0.27 -0.06
N -5.64601 2.79636 -2.97021 -0.12 0.01 0.04
N -1.35921 1.13672 1.29590 0.14 0.14 -0.14
N -1.88016 -0.20985 -1.65698 0.31 -0.41 0.12
C -0.01453 -2.09842 2.46558 0.22 0.35 -0.11
C -0.49905 2.70014 4.95226 0.13 -0.15 0.10
C 4.22139 -2.58400 4.50126 0.10 0.02 0.11
C -0.27230 3.88409 2.77429 -0.06 -0.09 0.08
C -3.32140 2.26487 2.24557 -0.05 -0.19 -0.05
C -1.11258 -3.61842 3.93171 0.00 0.02 0.07
C -0.65971 -2.76928 -3.40897 0.02 -0.03 0.03
C 0.13742 1.49071 4.39748 -0.18 0.15 -0.04
C -1.45984 2.04526 -2.31096 0.06 -0.15 0.04
C 4.65655 -1.66883 5.46196 -0.03 0.05 -0.03
C 2.73636 -0.90271 3.63856 0.50 -0.14 -0.25
C 3.27076 -2.20621 3.57917 -0.21 0.24 0.04
C 0.55839 1.47749 3.13214 0.17 -0.09 -0.28
C 0.45014 2.62935 2.18867 -0.31 -0.05 -0.09
C 1.99097 -0.51429 -4.49602 0.00 -0.11 -0.14
C -1.41106 3.71200 1.69974 -0.01 -0.01 0.10
C -4.06954 -1.12991 -1.56256 0.04 -0.01 0.07
C -0.70140 2.44610 1.14930 -0.15 -0.11 0.28
C -3.77537 1.15934 -2.25479 -0.15 -0.01 0.02
C -2.39482 0.96703 -2.06837 0.14 -0.04 0.04
C -3.34332 3.45960 -2.95601 0.18 0.14 -0.07
C -2.51440 1.10879 1.80481 -0.10 0.12 0.03
C -1.93690 3.27444 -2.76692 -0.10 0.10 -0.03
C -0.36279 -2.46106 3.76444 -0.10 -0.23 -0.20
C -2.68791 -1.22333 -1.40703 0.01 0.06 0.11
C -1.01038 4.29724 -3.03047 -0.04 0.05 0.00
C 2.64826 0.61891 -3.76445 0.14 0.03 0.03
C -4.20932 2.46519 -2.71551 -0.09 -0.17 0.04
C -1.46531 -4.39264 2.83271 0.01 0.03 -0.01
C -0.66916 3.79400 4.21624 -0.01 0.06 -0.11
C 3.20654 0.03170 4.57607 0.02 -0.14 -0.15
C -4.61451 0.05651 -1.97258 -0.05 0.03 -0.08
C -2.79802 3.48195 2.19521 0.11 0.19 -0.02
C 4.09227 -0.38155 -2.07392 0.12 0.03 0.03
C 4.13751 -0.37568 5.51283 0.09 -0.13 0.03
C -0.36103 -2.84726 1.35713 -0.18 -0.10 0.28
C 0.32044 4.07581 -2.78559 0.03 0.01 0.03
C 0.91141 -3.89803 -1.91195 0.00 0.02 0.07
C -1.09205 -4.01123 1.54926 0.00 -0.04 -0.04
C 0.70141 2.83095 -2.27713 -0.03 0.04 0.13
C 3.78528 -1.82745 -1.65622 0.01 0.06 0.04
C 2.27661 -3.56123 -2.48309 0.00 -0.04 -0.05
C 0.14149 -1.99779 -4.44265 0.12 -0.02 -0.04
H -1.40734 -3.91657 4.92958 -0.02 -0.02 -0.03
H 4.77251 -0.34480 -2.92524 -0.07 -0.05 -0.06
H -0.81161 2.66662 5.98756 0.04 0.03 -0.01
H 1.79817 -0.17798 -5.51917 -0.04 -0.02 -0.02
H -0.86645 -3.76910 -3.79628 -0.01 -0.03 0.05
H 3.02670 -4.21086 -2.02717 -0.01 0.00 0.01
H -0.08120 -1.87174 4.62877 0.04 -0.03 -0.01
H -0.08852 -2.54086 0.35469 0.03 -0.01 0.02
H -4.69867 -1.98004 -1.33718 0.01 0.01 -0.02
H -0.56049 -1.68886 -5.22128 0.07 0.05 -0.09
H 1.06484 4.83837 -2.97093 -0.01 -0.02 0.03
H 0.28410 4.80659 2.61857 0.05 0.00 -0.02
H -1.41872 4.54496 0.99628 0.05 -0.02 -0.03
H -0.37848 2.51733 0.11923 0.07 0.11 -0.04
H 0.98665 -4.02097 -0.83132 -0.04 -0.01 0.00
H 4.62910 -3.58581 4.48096 0.03 0.03 0.00
H 4.58876 -2.48589 -1.99040 -0.01 -0.01 -0.02
H 0.54850 -4.83226 -2.34440 -0.06 -0.01 0.02
H -5.68055 0.15590 -2.07593 -0.02 0.00 -0.05
H 2.29951 -3.73231 -3.56075 0.08 0.05 -0.05
H 5.42583 -1.96056 6.16560 -0.06 -0.02 0.03
H 4.47224 0.31491 6.27505 0.05 0.00 -0.03
H 4.58108 0.11200 -1.23502 0.07 0.12 -0.07
H -2.02707 -5.30547 2.98038 -0.01 0.01 0.00
H -2.22691 -2.14669 -1.07030 -0.03 0.06 0.00
H -1.60505 -2.26543 -3.24914 -0.08 -0.03 0.01
H -1.35879 5.24658 -3.41902 0.01 0.00 0.02
H 0.90261 -2.61902 -4.91746 0.06 -0.03 0.07
H 2.92729 -2.91274 2.83241 -0.04 -0.01 0.03
H -3.37509 4.34224 2.51655 -0.01 -0.04 0.01
H 1.98345 1.47642 -3.78756 0.06 0.07 -0.05
H 0.21837 0.62690 5.04914 0.02 0.02 -0.01
H 1.73716 2.63897 -2.01597 -0.02 -0.01 -0.04
H -1.35790 -4.62746 0.69896 -0.04 0.00 0.03
H 2.83997 1.04905 4.59009 -0.02 0.01 -0.03
H 3.57516 0.88038 -4.27934 0.01 0.04 0.02
H -4.32579 2.08599 2.60226 0.02 -0.03 -0.01
H 3.71680 -1.90347 -0.56481 0.02 -0.04 0.01
H -1.10828 4.67910 4.66365 -0.04 -0.04 -0.02
H 1.41452 2.85745 1.73204 0.02 -0.01 0.01
H 2.63866 -1.39208 -4.54457 -0.02 -0.04 0.04
H -3.71949 4.41527 -3.29501 0.00 -0.01 -0.05
```
Forces are in eV/Å.

Calculated values
ΔE to the lowest compared entry with this formula, charge and spin: 1.998 eV
Total energy: -3043.4817 Eh
E_HOMO (alpha / beta): -15.873 / -15.874 eV
Molecular weight: 1163.88 g/mol
Gap between HOMO and LUMO (alpha / beta): 4.9 / 4.6 eV
Charge: +3